The following is a DFT calculation (ωB97M-V with the def2-TZVPD basis set) of C4H8O2 in the gas phase.

Output
HOMO energy in eV: -9.47
HOMO-LUMO gap in eV: 10.2
Lowest unoccupied orbital energy in eV: 0.691
Relative energy (zero: lowest compared OMol25 entry of this formula, charge and spin) in kJ/mol: 103.9
M in g/mol: 88.1
SMILES string: CC(=O)[C@@H](C)O

Last column: Löwdin charge in e.
Element x y z (Å)
C 1.538 -0.873 -0.464  0.00
C 0.244 -0.820 0.318  -0.43
O 0.087 -1.416 1.359  0.08
C -0.867 0.118 -0.163  -0.35
C -0.845 1.230 0.921  -0.01
O -0.665 0.630 -1.468  -0.04
H 2.319 -1.265 0.189  0.09
H 1.811 0.110 -0.857  0.09
H 1.414 -1.553 -1.314  0.09
H -1.817 -0.430 -0.112  0.15
H -0.038 1.009 1.589  0.07
H -1.758 1.214 1.517  0.08
H -0.715 2.234 0.513  0.09
H -0.766 -0.106 -2.089  0.10

=====

The following is a DFT calculation (ωB97M-V with the def2-TZVPD basis set) of a molecular structure, C4H8O2 in a non-equilibrium geometry.

Output
HOMO energy in eV: -9.93
HOMO-LUMO gap in eV: 10.4
Lowest unoccupied orbital energy in eV: 0.473
Relative energy (zero: lowest compared OMol25 entry of this formula, charge and spin) in kJ/mol: 336.1
M in g/mol: 88.1

Last column: Löwdin charge in e.
Element x y z (Å)
C -1.018 1.001 0.592  -0.30
C 0.191 0.484 -0.277  -0.16
C 0.151 -1.092 -0.182  -0.23
C 1.482 -1.670 -0.541  -0.18
H -1.673 2.721 0.789  0.07
H -1.896 0.548 0.109  0.12
H -0.957 0.605 1.639  0.12
H 1.185 0.996 0.078  0.15
H 0.001 0.754 -1.361  0.13
H -0.542 -1.436 -0.947  0.12
H -0.076 -1.495 0.790  0.10
H 2.244 -1.850 0.615  0.20
O -0.830 2.385 0.535  -0.05
O 1.737 -1.950 -1.840  -0.08

=====

The following is a DFT calculation (ωB97M-V with the def2-TZVPD basis set) of 3 unconnected molecules or ions with the total composition C4H8O2.

Output
HOMO energy in eV: -9.81
HOMO-LUMO gap in eV: 10.4
Lowest unoccupied orbital energy in eV: 0.588
Relative energy (zero: lowest compared OMol25 entry of this formula, charge and spin) in kJ/mol: 331.0
M in g/mol: 88.1
SMILES string: C=C.C=O.C=O

Last column: Löwdin charge in e.
Element x y z (Å)
C -1.564 -1.014 0.167  -0.08
C -1.978 0.135 -0.354  -0.09
H -1.957 -1.397 1.106  0.06
H -0.777 -1.604 -0.292  0.04
H -1.563 0.514 -1.284  0.05
H -2.715 0.762 0.142  0.05
C 0.671 1.579 0.431  -0.12
O 0.791 1.292 -0.736  -0.04
H 0.675 0.812 1.227  0.08
H 0.573 2.632 0.742  0.09
C 1.955 -0.920 -0.299  -0.18
O 1.349 -1.453 0.599  -0.04
H 2.895 -0.368 -0.103  0.09
H 1.621 -0.936 -1.349  0.09

=====

The following is a DFT calculation (ωB97M-V with the def2-TZVPD basis set) of 2 unconnected molecules or ions with the total composition C4H8O2 in a non-equilibrium geometry.

Output
HOMO energy in eV: -9.04
HOMO-LUMO gap in eV: 9.8
Lowest unoccupied orbital energy in eV: 0.785
Relative energy (zero: lowest compared OMol25 entry of this formula, charge and spin) in kJ/mol: 290.0
M in g/mol: 88.1
SMILES string: C=CO.C=CO

Last column: Löwdin charge in e.
Element x y z (Å)
C -1.524 0.414 -0.569  0.01
C -1.983 -0.516 0.245  -0.27
O -3.123 -0.339 1.024  -0.04
H -0.933 0.162 -1.437  0.05
H -1.824 1.436 -0.418  0.06
H -1.746 -1.564 0.108  0.10
H -3.710 -1.052 0.730  0.10
C 2.217 1.088 0.056  -0.01
C 2.169 -0.184 0.426  -0.30
O 1.864 -1.293 -0.293  0.00
H 2.354 1.832 0.818  0.04
H 2.334 1.422 -0.967  0.05
H 2.142 -0.391 1.489  0.11
H 1.763 -1.014 -1.212  0.10